Record 1
# C18H16NO6S2

A 2-piece molecular cluster, C18H16NO6S2 overall at a distorted geometry (ωB97M-V/def2-TZVPD, OMol25).

Each line ends with the Mulliken charge.
Positions of all 43 atoms, in Å:
S1 0.531 -0.172 -0.698  1.325
S2 -2.236 -1.272 0.618  1.268
O1 0.079 1.193 -0.652  -0.661
O2 1.864 0.129 -4.063  -0.685
O3 -2.342 -2.533 1.315  -0.713
O4 1.507 -0.627 -1.675  -0.627
O5 -3.373 -0.754 -0.102  -0.594
O6 -2.490 0.504 -2.583  -0.644
N1 -0.276 -0.055 -3.067  -0.052
C1 -1.371 -0.667 3.172  -0.273
C2 -1.384 1.560 4.126  -0.466
C3 -1.123 0.193 4.239  -0.491
C4 -0.012 1.271 -5.043  -0.412
C5 1.708 -0.433 0.694  0.171
C6 3.890 -0.806 2.345  -0.385
C7 0.677 0.342 -3.998  0.187
C8 -2.187 1.200 1.860  -0.272
C9 2.672 -1.364 0.367  -0.285
C10 -1.857 -0.147 1.976  0.055
C11 -1.947 2.050 2.945  -0.591
C12 -1.342 1.601 -4.425  -0.410
C13 1.859 0.421 1.793  -0.219
C14 -0.862 -1.322 -0.594  0.434
C15 2.993 0.234 2.603  -0.756
C16 -0.835 -2.460 -1.327  -0.973
C17 -1.462 0.623 -3.248  0.173
C18 3.746 -1.599 1.204  -0.731
H1 4.431 -2.379 0.904  0.382
H2 -1.588 -3.229 -1.102  0.320
H3 -1.194 -1.739 3.244  0.424
H4 3.181 0.903 3.441  0.370
H5 -0.157 0.686 -5.968  0.206
H6 4.710 -1.026 3.026  0.354
H7 -2.628 1.579 0.941  0.441
H8 -1.383 2.646 -4.053  0.187
H9 -2.197 3.104 2.873  0.371
H10 0.623 2.138 -5.291  0.243
H11 -1.140 2.224 4.959  0.367
H12 -2.140 1.466 -5.158  0.264
H13 -0.730 -0.228 5.162  0.385
H14 2.703 -1.828 -0.614  0.483
H15 -0.089 -2.675 -2.087  0.364
H16 1.173 1.250 1.943  0.465

Computed properties:
- Relative energy (zero: lowest compared OMol25 entry of this formula, charge and spin): 97.3 kJ/mol
- Strongest force on any atom: 2.61 eV Å⁻¹
- LUMO energy: 2.66 eV
- Net charge: -1
- Kohn-Sham gap: 0.261 Eh
- HOMO: -4.4 eV

---

Record 2
# C39H41F3MoN5O9S3Si

C39H41F3MoN5O9S3Si as an isolated structure at a distorted geometry (ωB97M-V/def2-TZVPD, OMol25).

Each line ends with the Mulliken spin population.
Positions of all 102 atoms, in Å:
Mo1 -1.042 -0.688 0.194  2.022
S1 -1.945 -2.816 2.667  0.017
S2 -4.780 -1.466 -0.520  -0.004
S3 -2.782 1.313 -2.138  -0.003
Si1 1.129 -0.849 1.831  -0.043
F1 -6.913 -0.717 0.884  0.000
F2 -6.569 0.480 -0.877  0.000
F3 -5.351 0.758 0.886  0.000
O1 -5.467 -2.697 -0.246  0.001
O2 -3.679 1.113 -3.233  0.000
O3 -0.742 -3.504 3.090  -0.004
O4 -2.256 -1.615 3.434  0.010
O5 -4.574 -1.144 -1.913  0.001
O6 -3.588 -1.223 0.310  -0.001
O7 -3.285 1.693 -0.846  0.000
O8 -1.434 -2.208 1.198  0.006
O9 -3.065 -3.638 2.329  0.000
N1 -2.099 0.561 1.685  -0.007
N2 -1.709 0.094 -1.868  -0.012
N3 1.312 0.321 -1.698  0.028
N4 -0.307 1.833 0.026  0.026
N5 -0.440 -2.204 -1.245  -0.068
C1 1.904 -2.178 4.283  -0.004
C2 0.246 -4.147 -3.097  0.023
C3 0.018 -3.371 -0.863  0.070
C4 2.888 -4.531 0.862  0.001
C5 -1.535 1.830 2.153  0.026
C6 2.411 0.574 2.165  -0.041
C7 4.340 2.493 2.969  0.000
C8 0.390 6.053 -4.240  0.000
C9 -0.386 -2.960 -3.538  -0.013
C10 -1.412 -1.623 -5.224  -0.009
C11 4.001 -2.877 -0.470  0.001
C12 -1.765 -0.660 -4.257  0.012
C13 0.884 2.477 -0.556  0.021
C14 1.860 -2.437 5.645  0.000
C15 3.021 2.864 2.764  0.000
C16 -0.136 3.588 -4.193  -0.001
C17 -0.727 -2.749 -4.892  0.012
C18 2.088 -3.544 1.420  0.023
C19 3.745 0.224 2.421  -0.002
C20 2.233 -2.197 1.062  0.016
C21 -0.809 2.495 -3.677  0.000
C22 -5.963 -0.166 0.124  0.001
C23 -2.085 3.951 -2.258  0.000
C24 3.850 -4.202 -0.085  -0.001
C25 1.923 1.481 -1.056  -0.010
C26 0.158 -0.580 4.529  -0.011
C27 0.943 -1.779 6.455  -0.001
C28 4.693 1.160 2.805  0.000
C29 0.102 -0.834 5.890  0.001
C30 0.411 -4.373 -1.770  -0.015
C31 -1.438 -0.812 -2.927  0.033
C32 -0.398 4.878 -3.728  0.001
C33 -1.388 5.041 -2.767  0.000
C34 1.035 -1.263 3.687  -0.020
C35 -1.767 2.675 -2.686  0.002
C36 -1.096 2.660 0.958  0.003
C37 -0.729 -1.997 -2.573  0.011
C38 3.204 -1.893 0.104  0.014
C39 2.083 1.914 2.376  -0.017
H1 -1.629 6.037 -2.414  0.000
H2 2.540 -3.164 6.073  0.000
H3 2.641 -2.703 3.689  -0.001
H4 -2.352 0.186 -4.573  0.001
H5 0.568 3.134 -1.371  -0.002
H6 0.554 5.981 -5.315  0.000
H7 1.063 2.234 2.250  0.003
H8 -0.615 -0.303 6.505  0.000
H9 1.324 -3.817 2.144  0.000
H10 -0.897 1.631 -0.771  -0.056
H11 2.717 3.895 2.909  0.000
H12 -0.682 1.601 2.785  -0.007
H13 -0.514 3.527 1.277  0.001
H14 -3.015 0.700 1.251  -0.010
H15 0.880 -2.010 7.511  0.000
H16 0.608 3.442 -4.969  0.000
H17 1.365 3.100 0.196  0.002
H18 -0.121 6.993 -4.032  0.000
H19 5.712 0.843 2.992  0.000
H20 -0.602 1.503 -4.060  -0.001
H21 -0.520 0.160 4.125  0.003
H22 0.550 -4.884 -3.831  0.001
H23 1.965 -0.450 -1.764  -0.007
H24 -1.990 3.025 0.448  -0.011
H25 2.757 -5.563 1.167  0.000
H26 1.370 6.096 -3.760  0.000
H27 -2.263 2.386 2.750  0.002
H28 -2.877 4.089 -1.532  0.000
H29 4.484 -4.970 -0.511  0.000
H30 4.055 -0.810 2.326  -0.001
H31 5.079 3.227 3.264  0.000
H32 -0.475 -3.502 -5.629  0.000
H33 -2.262 -0.101 2.462  0.001
H34 2.479 1.108 -0.200  0.000
H35 0.831 -5.291 -1.384  0.001
H36 2.624 2.028 -1.699  0.001
H37 4.747 -2.606 -1.209  0.000
H38 0.058 -3.544 0.199  -0.015
H39 -1.713 -1.455 -6.251  0.000
H40 3.373 -0.861 -0.182  -0.001
H41 0.969 0.522 -2.628  0.000

Computed properties:
- Relative energy (zero: lowest compared OMol25 entry of this formula, charge and spin): 201.6 kJ/mol
- Spin multiplicity: 3
- Strongest force on any atom: 1.19 eV Å⁻¹
- LUMO energy (alpha / beta): 1.82 / 1.53 eV
- Net charge: -1
- Kohn-Sham gap (alpha / beta): 0.279 / 0.270 Eh
- HOMO (alpha / beta): -5.8 / -5.8 eV

---

no.,energy (Ha)
1,-1998.0358
2,-4313.7226